Entry from the OMol25 dataset: C4H9PS2 in the gas phase (ωB97M-V/def2-TZVPD).

orbital gap = 7.71 eV
E_LUMO = -0.031 Eh
multiplicity = 1
total charge = 0
structure (SMILES) = CC(C)CSP=S
HOMO = -8.6 eV

CARTESIAN COORDINATES (ANGSTROEM)
C  0.43950  0.68644  1.16993
C  0.21790  -0.09740  -0.24821
C  -0.39416  -1.44394  0.06546
C  -0.63134  0.64691  -1.09695
S  -2.45904  1.31048  0.01798
P  -3.65754  -0.28149  -0.58592
S  -5.29756  -0.21351  0.45920
H  1.03617  -0.01122  1.71292
H  0.88423  1.63076  1.15498
H  -0.53863  0.63968  1.69784
H  1.07827  -0.34854  -0.80979
H  -0.80835  -1.79878  -0.81460
H  -1.22228  -1.31680  0.77567
H  0.34780  -2.22993  0.40412
H  -0.46395  1.69991  -1.30202
H  -1.12850  0.05423  -1.86837

Force components x, y, z for each atom (eV/Å):
-1.204 -3.294 -1.401
0.236 0.289 4.126
0.874 -0.485 1.857
-4.431 2.319 -0.332
1.305 -1.306 -1.266
-0.609 0.407 0.697
0.742 -0.023 -0.551
0.865 -0.202 0.689
0.516 1.507 -0.267
0.624 0.511 -0.549
1.628 0.352 -0.426
-0.934 -1.050 -1.809
0.351 -0.291 0.056
-0.817 1.097 -0.047
0.658 -0.351 -0.509
0.194 0.520 -0.268